The following is a DFT calculation (ωB97M-V with the def2-TZVPD basis set) of one molecule with the formula C26H32N4O4S.

Results
M = 496.63 g/mol
SMILES = CCN1CCN(CCNC(=O)c2ccc3c(c2)NC(=O)/C(=C\c2ccc(OC)c(OC)c2)S3)CC1
HOMO energy = -7.63 eV

Element x y z (Å)
C  -1.751  -2.879  -0.147
H  -1.022  -3.684  -0.126
H  -1.381  -2.068  0.475
H  -1.840  -2.522  -1.170
C  -3.098  -3.394  0.376
N  -4.190  -2.442  0.409
C  -4.614  -1.973  -0.893
H  -4.781  -2.837  -1.540
C  -5.910  -1.180  -0.742
N  -5.646  -0.037  0.106
C  -5.250  -0.499  1.423
H  -5.059  0.361  2.065
C  -3.968  -1.315  1.293
H  -3.674  -1.694  2.275
H  -3.178  -0.645  0.916
H  -6.039  -1.121  1.882
C  -6.677  0.979  0.119
H  -7.113  1.025  -0.884
C  -6.044  2.347  0.446
N  -4.759  2.451  -0.205
C  -3.616  2.294  0.512
O  -3.570  2.444  1.719
C  -2.408  1.912  -0.279
C  -1.391  1.276  0.423
C  -0.262  0.787  -0.222
C  -0.143  0.972  -1.601
C  -1.144  1.634  -2.301
C  -2.272  2.095  -1.653
H  -3.023  2.621  -2.222
H  -1.025  1.772  -3.365
S  1.252  0.354  -2.478
C  2.443  0.227  -1.165
C  3.728  0.474  -1.474
C  4.882  0.466  -0.597
C  4.825  0.836  0.739
C  5.966  0.826  1.522
C  7.190  0.448  0.994
C  7.269  0.102  -0.376
C  6.126  0.128  -1.148
H  6.167  -0.141  -2.192
O  8.512  -0.231  -0.823
C  8.661  -0.590  -2.174
H  9.717  -0.820  -2.301
H  8.066  -1.475  -2.425
H  8.388  0.233  -2.843
O  8.360  0.391  1.681
C  8.340  0.672  3.059
H  8.040  1.707  3.256
H  9.362  0.524  3.403
H  7.674  -0.009  3.599
H  5.887  1.118  2.557
H  3.893  1.154  1.176
H  3.939  0.713  -2.511
C  1.950  -0.295  0.127
O  2.598  -1.028  0.844
N  0.686  0.077  0.498
H  0.418  -0.224  1.428
H  -1.501  1.156  1.491
H  -4.751  2.126  -1.160
H  -6.702  3.154  0.112
H  -5.864  2.459  1.517
H  -7.489  0.766  0.832
H  -6.241  -0.832  -1.724
H  -6.689  -1.837  -0.319
H  -3.862  -1.314  -1.364
H  -2.966  -3.763  1.397
H  -3.425  -4.235  -0.244

The following is a DFT calculation (ωB97M-V with the def2-TZVPD basis set) of C26H32N7O2S2Tl as an isolated structure at a distorted geometry.

Results
Charge = -2
M = 743.11 g/mol
HOMO energy = 0.34 eV

Element x y z (Å)
Tl  0.688  -0.602  -1.587
N  1.881  -6.357  5.644
C  1.740  -5.151  4.922
C  0.970  -4.109  5.431
C  0.790  -2.943  4.702
C  1.373  -2.817  3.460
C  2.168  -3.834  2.952
C  2.338  -5.004  3.676
S  1.259  -1.278  2.565
O  2.649  -1.058  2.185
O  0.700  -0.321  3.492
N  0.416  -1.357  1.210
C  -0.628  -2.196  0.983
N  -1.161  -2.141  -0.278
C  -2.064  -3.037  -0.591
C  -2.519  -4.018  0.278
C  -2.020  -3.928  1.564
N  -1.132  -3.032  1.933
H  1.794  -6.231  6.640
H  2.732  -6.847  5.422
H  0.505  -4.220  6.407
H  0.200  -2.119  5.085
H  2.652  -3.694  1.993
H  2.945  -5.812  3.278
H  -2.466  -2.949  -1.598
H  -3.241  -4.767  -0.018
H  -2.360  -4.603  2.350
C  2.734  2.931  -2.211
N  3.061  2.231  -0.980
C  2.561  2.598  0.265
C  2.811  1.592  1.111
N  3.482  0.620  0.380
C  3.637  0.996  -0.910
S  4.408  0.126  -2.136
H  3.075  3.966  -2.155
H  1.654  2.894  -2.366
H  3.237  2.422  -3.026
H  2.026  3.521  0.409
H  2.523  1.431  2.137
H  3.521  -0.336  0.696
C  -1.623  0.693  -4.760
C  -0.999  2.087  -4.627
C  0.531  2.019  -4.737
C  -1.478  2.812  -3.374
C  -2.124  4.021  -3.579
C  -2.707  4.771  -2.554
C  -2.704  4.193  -1.278
C  -2.078  2.994  -0.982
C  -2.332  2.412  0.409
C  -1.082  2.308  1.282
C  -3.020  1.041  0.315
C  -1.281  2.257  -2.004
N  -0.533  1.214  -1.726
H  -1.302  0.202  -5.690
H  -2.716  0.769  -4.766
H  -1.326  0.080  -3.910
H  -1.358  2.677  -5.478
H  0.927  1.526  -3.852
H  0.951  3.030  -4.796
H  0.849  1.458  -5.628
H  -2.201  4.393  -4.602
H  -3.194  5.721  -2.748
H  -3.246  4.697  -0.475
H  -3.025  3.099  0.912
H  -0.345  1.707  0.758
H  -1.301  1.831  2.250
H  -0.668  3.306  1.468
H  -2.360  0.348  -0.211
H  -3.958  1.125  -0.243
H  -3.237  0.639  1.314

The following is a DFT calculation (ωB97M-V with the def2-TZVPD basis set) of a 2-piece molecular cluster, C26H32NO4 overall at a distorted geometry.

Results
Charge = +1
M = 422.54 g/mol
HOMO energy = -10.66 eV

Element x y z (Å)
C  6.165  3.348  -1.754
O  6.051  2.006  -2.281
C  4.853  1.373  -2.302
C  4.892  -0.006  -2.615
C  3.775  -0.779  -2.462
C  2.538  -0.211  -2.033
C  1.486  -1.096  -1.748
C  0.124  -0.795  -1.518
C  -0.881  -1.684  -1.998
C  -2.212  -1.470  -1.720
C  -2.583  -0.344  -0.959
O  -3.947  -0.187  -0.662
C  -4.619  0.685  -1.532
C  -5.606  0.139  -2.356
C  -6.195  0.966  -3.315
C  -5.861  2.325  -3.384
C  -4.894  2.850  -2.521
C  -4.242  2.028  -1.598
C  -1.629  0.574  -0.499
C  -0.290  0.322  -0.741
C  2.463  1.210  -1.935
C  3.608  1.988  -2.009
H  7.240  3.546  -1.791
H  5.629  4.073  -2.385
H  5.810  3.404  -0.713
H  5.842  -0.423  -2.930
H  3.828  -1.850  -2.647
H  1.733  -2.158  -1.849
H  -0.573  -2.550  -2.586
H  -2.994  -2.166  -2.034
H  -5.873  -0.914  -2.242
H  -6.929  0.540  -4.001
H  -6.370  2.978  -4.105
H  -4.638  3.909  -2.561
H  -3.468  2.419  -0.936
H  -1.960  1.436  0.085
H  0.466  0.945  -0.272
H  1.500  1.693  -1.776
H  3.573  3.063  -1.830
C  0.247  0.999  6.174
O  0.520  0.056  5.133
C  1.154  0.639  4.008
C  1.796  -0.449  3.144
N  0.849  -1.143  2.317
C  1.112  -2.553  2.105
C  -0.181  -3.360  2.128
O  -1.233  -2.531  1.663
C  -2.427  -3.225  1.358
H  -0.014  0.398  7.049
H  1.108  1.647  6.427
H  -0.593  1.673  5.928
H  0.409  1.188  3.408
H  1.985  1.311  4.296
H  2.547  0.057  2.509
H  2.295  -1.188  3.795
H  -0.097  -0.977  2.628
H  1.602  -2.684  1.125
H  1.788  -2.923  2.884
H  -0.025  -4.238  1.477
H  -0.383  -3.706  3.162
H  -3.082  -2.489  0.887
H  -2.261  -4.060  0.652
H  -2.925  -3.631  2.257

The following is a DFT calculation (ωB97M-V with the def2-TZVPD basis set) of C26H33As2Cl2CoN4O8S as an isolated structure at a distorted geometry.

Results
2S+1 = 4
Charge = +1
M = 841.32 g/mol
HOMO energy (alpha / beta) = -10.66 / -10.89 eV

Element x y z (Å)
Co  -0.592  -0.538  -0.917
Cl  1.110  -0.852  -2.617
C  0.231  -0.715  -4.097
C  0.913  -0.773  -5.298
C  0.203  -0.694  -6.486
C  -1.172  -0.530  -6.466
C  -1.849  -0.461  -5.259
Cl  -3.551  -0.258  -5.236
C  -1.159  -0.567  -4.037
S  -2.067  -0.536  -2.554
H  1.986  -0.885  -5.299
H  0.723  -0.768  -7.428
H  -1.732  -0.460  -7.385
C  3.168  1.333  4.866
O  2.233  1.891  3.941
C  1.860  1.143  2.940
O  2.327  0.042  2.678
C  0.858  1.729  2.016
C  -0.015  2.692  2.317
As  -1.268  3.670  1.094
C  0.193  4.643  0.196
C  -1.341  1.921  0.225
C  -0.389  1.454  -0.667
As  1.070  0.581  0.427
C  2.768  1.332  -0.241
C  -0.097  2.352  -1.808
O  -0.827  3.253  -2.143
O  1.044  2.044  -2.438
C  1.349  2.828  -3.586
C  -2.131  1.103  1.104
O  -2.650  1.526  2.120
O  -2.340  -0.174  0.684
C  -3.358  -0.831  1.443
C  -0.212  3.242  3.684
O  -0.256  2.599  4.693
O  -0.432  4.556  3.579
C  -0.766  5.261  4.771
H  3.378  2.124  5.580
H  4.071  1.012  4.344
H  2.723  0.476  5.374
H  0.522  5.426  0.880
H  -0.188  5.117  -0.707
H  1.040  4.002  -0.046
H  2.740  2.419  -0.332
H  3.021  0.890  -1.204
H  3.537  1.054  0.484
H  2.296  2.458  -3.969
H  1.427  3.885  -3.320
H  0.561  2.713  -4.333
H  -3.685  -1.707  0.889
H  -4.200  -0.150  1.575
H  -2.983  -1.113  2.429
H  -1.297  6.154  4.450
H  0.141  5.529  5.316
H  -1.402  4.640  5.401
C  0.807  -3.354  -0.782
N  0.871  -4.678  -0.214
C  -0.377  -5.386  -0.478
N  -1.507  -4.664  0.094
C  -1.563  -3.344  -0.486
N  -0.322  -2.560  -0.219
C  -0.113  -2.536  1.261
N  -0.068  -3.857  1.831
C  1.046  -4.582  1.230
C  -1.315  -4.551  1.535
H  0.672  -3.447  -1.864
H  1.746  -2.823  -0.571
H  -0.322  -6.381  -0.030
H  -0.524  -5.488  -1.556
H  -2.414  -2.811  -0.060
H  -1.697  -3.433  -1.569
H  -0.926  -1.976  1.728
H  0.841  -2.031  1.477
H  1.095  -5.589  1.649
H  1.979  -4.056  1.447
H  -2.148  -3.992  1.970
H  -1.292  -5.546  1.981